Below is CH5O2P as an isolated structure, with properties calculated with wB97M-V/def2-TZVPD.

The geometry in XYZ format:
```
9
Properties=species:S:1:pos:R:3:lowdin_spin:R:1
C -1.168 0.343 0.224 0.054
O 0.200 0.652 0.560 0.025
O 2.398 -0.168 0.547 0.688
P 1.187 -0.250 -0.217 0.631
H -1.161 0.019 -0.783 0.011
H -1.725 1.224 0.421 0.004
H -1.456 -0.546 0.941 0.018
H 1.283 0.183 -1.654 0.317
H 0.442 -1.457 -0.039 0.251
```

As for the relative energy (zero: lowest compared OMol25 entry of this formula, charge and spin): 52.4 kcal per mole. Its lowest unoccupied orbital energy (alpha / beta) is 1.1 / -4.6 eV. As for the multiplicity: 3. The value obtained for the largest force on an atom is 7.679 eV/A.

=====

Below is a 2-piece molecular cluster, CH5O2PS overall, with properties calculated with wB97M-V/def2-TZVPD.

The geometry in XYZ format:
```
10
Properties=species:S:1:pos:R:3:nbo_charge:R:1
C 0.757 -0.668 0.386 0.565
O 0.264 0.418 0.506 -0.603
O 0.062 -1.776 0.635 -0.702
P 2.510 -1.136 0.048 0.253
S -3.105 1.498 0.522 -0.295
H -3.167 0.748 -0.549 0.137
H -0.864 -1.622 0.870 0.498
H 2.510 -0.343 -1.034 -0.010
H 2.006 -2.028 -0.898 0.001
H -1.958 1.249 1.041 0.155
```

As for the relative energy (zero: lowest compared OMol25 entry of this formula, charge and spin): 49.7 kcal per mole. Its lowest unoccupied orbital energy is 0.5 eV. The SMILES is O=C(O)P.S. The value obtained for the largest force on an atom is 2.834 eV/A.

=====

Below is CH5O2PS2 as an isolated structure, with properties calculated with wB97M-V/def2-TZVPD.

The geometry in XYZ format:
```
11
Properties=species:S:1:pos:R:3:nbo_charge:R:1
C -0.861 1.293 1.726 -0.452
O 0.748 -1.648 0.287 -0.943
O -0.173 -1.499 -1.994 -0.974
P 0.869 -0.726 -1.042 1.594
S 2.609 -0.335 -1.713 -0.503
S -0.274 1.092 -0.579 -0.364
H -1.926 1.357 1.691 0.218
H -0.433 2.371 1.967 0.220
H -0.183 0.616 2.120 0.211
H -0.210 -1.522 0.349 0.487
H -0.165 -1.001 -2.811 0.507
```

As for the relative energy (zero: lowest compared OMol25 entry of this formula, charge and spin): 35.8 kcal per mole. Its lowest unoccupied orbital energy is -1.0 eV. The value obtained for the largest force on an atom is 5.587 eV/A.

=====

Below is CH5O3Sm as an isolated structure, with properties calculated with wB97M-V/def2-TZVPD.

The geometry in XYZ format:
```
10
Properties=species:S:1:pos:R:3:lowdin_spin:R:1
O -1.418 -1.191 -0.701 0.525
Sm -2.014 0.728 0.777 6.034
O -1.710 -2.395 -0.222 0.427
H -2.159 -2.869 -0.951 0.000
O 0.282 0.673 -0.035 0.012
H 0.143 -0.450 -0.653 -0.004
C 1.480 1.270 0.382 0.003
H 1.334 1.794 1.332 0.001
H 2.241 0.477 0.477 0.001
H 1.820 1.962 -0.407 0.000
```

As for the relative energy (zero: lowest compared OMol25 entry of this formula, charge and spin): 22.8 kcal per mole. Its lowest unoccupied orbital energy (alpha / beta) is -9.4 / -12.0 eV. As for the multiplicity: 8. The charge is +2. The value obtained for the largest force on an atom is 6.513 eV/A.

=====

Below is a 2-piece molecular cluster, CH5OP overall, with properties calculated with wB97M-V/def2-TZVPD.

The geometry in XYZ format:
```
8
Properties=species:S:1:pos:R:3:nbo_charge:R:1
C 0.092 0.991 1.423 -0.549
O -0.045 -1.850 -1.325 -0.989
P 0.256 -0.252 -1.642 0.637
H 0.595 0.439 2.215 0.168
H -1.009 0.962 1.353 0.176
H 0.610 1.983 1.355 0.169
H 0.491 -2.490 -1.859 0.504
H -0.989 0.217 -1.520 -0.117
```

As for the relative energy (zero: lowest compared OMol25 entry of this formula, charge and spin): 75.0 kcal per mole. Its lowest unoccupied orbital energy (alpha / beta) is 0.1 / -0.3 eV. The value obtained for the largest force on an atom is 2.499 eV/A.

=====

Below is a 2-piece molecular cluster, CH5OP overall, with properties calculated with wB97M-V/def2-TZVPD.

The geometry in XYZ format:
```
8
Properties=species:S:1:pos:R:3:nbo_charge:R:1
C 1.703 0.261 -0.401 -0.537
O -2.176 -0.836 -0.198 -0.985
P -1.576 0.672 -0.012 0.639
H 1.605 -0.444 -1.196 0.171
H 1.844 -0.084 0.597 0.166
H 1.888 1.290 -0.627 0.172
H -1.901 -1.496 0.439 0.497
H -1.388 0.639 1.397 -0.123
```

As for the relative energy (zero: lowest compared OMol25 entry of this formula, charge and spin): 67.6 kcal per mole. Its lowest unoccupied orbital energy (alpha / beta) is -0.2 / 0.2 eV. The value obtained for the largest force on an atom is 0.513 eV/A.

=====

Below is a 2-piece molecular cluster, CH5OS overall, with properties calculated with wB97M-V/def2-TZVPD.

The geometry in XYZ format:
```
8
Properties=species:S:1:pos:R:3:nbo_charge:R:1
O 0.067 -2.296 -0.789 -0.998
H 0.082 -1.730 -1.556 0.455
C 0.782 1.382 -0.305 -0.747
S -0.491 0.552 0.723 -0.731
H 1.710 1.864 0.039 0.168
H 0.164 2.069 -0.884 0.183
H 1.106 0.664 -1.065 0.167
H -0.275 -1.683 -0.100 0.503
```

As for the relative energy (zero: lowest compared OMol25 entry of this formula, charge and spin): 6.1 kcal per mole. Its lowest unoccupied orbital energy is 4.5 eV. The charge is -1. The value obtained for the largest force on an atom is 1.577 eV/A.

=====

Below is a 2-piece molecular cluster, CH5P3 overall, with properties calculated with wB97M-V/def2-TZVPD.

The geometry in XYZ format:
```
9
Properties=species:S:1:pos:R:3:nbo_charge:R:1
C 1.669 1.029 0.411 -0.461
P 0.162 -0.048 -2.080 -0.114
P -1.454 -0.462 1.250 -0.170
P -1.295 -0.592 -0.797 0.182
H 2.544 0.926 -0.177 0.189
H 1.071 1.956 0.323 0.202
H -2.297 -1.497 1.336 -0.023
H 1.485 0.374 1.190 0.182
H -1.886 -1.686 -1.456 0.012
```

As for the relative energy (zero: lowest compared OMol25 entry of this formula, charge and spin): 108.3 kcal per mole. Its lowest unoccupied orbital energy (alpha / beta) is -1.6 / -1.7 eV. The value obtained for the largest force on an atom is 3.880 eV/A.

=====

Below is a 2-piece molecular cluster, CH5P3 overall, with properties calculated with wB97M-V/def2-TZVPD.

The geometry in XYZ format:
```
9
Properties=species:S:1:pos:R:3:nbo_charge:R:1
C 0.445 -0.519 -0.817 -0.827
P -0.516 -1.934 -0.137 0.307
P -0.865 0.192 0.283 0.259
P 0.613 0.390 2.033 0.060
H 1.469 -0.303 -0.850 0.207
H -0.130 -0.484 -2.610 0.088
H -1.279 -1.914 -1.181 -0.038
H -0.208 -0.105 2.872 -0.036
H 0.302 1.617 2.431 -0.018
```

As for the relative energy (zero: lowest compared OMol25 entry of this formula, charge and spin): 100.6 kcal per mole. Its lowest unoccupied orbital energy is -0.2 eV. The value obtained for the largest force on an atom is 4.911 eV/A.

=====

Below is one molecule with the formula CH5PS, with properties calculated with wB97M-V/def2-TZVPD.

The geometry in XYZ format:
```
8
Properties=species:S:1:pos:R:3:nbo_charge:R:1
C -1.102 -0.241 -0.552 -0.743
P 0.888 0.133 0.463 0.709
S 2.313 0.448 -0.745 -0.558
H -0.979 -1.016 -1.284 0.233
H -1.745 -0.324 0.316 0.212
H -1.164 0.801 -0.904 0.219
H 0.900 -0.970 1.333 -0.046
H 0.890 1.169 1.373 -0.026
```

As for the relative energy (zero: lowest compared OMol25 entry of this formula, charge and spin): 24.9 kcal per mole. Its lowest unoccupied orbital energy is 0.5 eV. The SMILES is C[PH2]=S. The value obtained for the largest force on an atom is 4.720 eV/A.

=====

Below is a 2-piece molecular cluster, CH5PS overall, with properties calculated with wB97M-V/def2-TZVPD.

The geometry in XYZ format:
```
8
Properties=species:S:1:pos:R:3:nbo_charge:R:1
C -0.932 0.167 0.667 -0.988
P 0.675 1.030 0.146 0.545
S 2.194 -0.693 0.048 -0.345
H -0.927 -0.732 1.325 0.251
H -1.214 -0.020 -0.372 0.253
H -1.603 0.919 1.132 0.232
H 0.099 0.563 -1.863 -0.098
H 1.710 -1.235 -1.084 0.152
```

As for the relative energy (zero: lowest compared OMol25 entry of this formula, charge and spin): 58.5 kcal per mole. Its lowest unoccupied orbital energy is -0.8 eV. The value obtained for the largest force on an atom is 3.789 eV/A.

=====

Below is CH5S2 as an isolated structure, with properties calculated with wB97M-V/def2-TZVPD.

The geometry in XYZ format:
```
8
Properties=species:S:1:pos:R:3:nbo_charge:R:1
S 0.224 -1.665 -1.489 -0.583
H 0.468 -0.976 -0.161 0.182
H 0.753 -2.829 -1.084 0.111
C -0.318 1.212 0.471 -0.730
S 0.311 -0.206 1.486 -0.536
H -1.093 0.807 -0.188 0.188
H -0.787 1.961 1.112 0.187
H 0.442 1.697 -0.146 0.181
```

As for the relative energy (zero: lowest compared OMol25 entry of this formula, charge and spin): 5.5 kcal per mole. Its lowest unoccupied orbital energy is 3.9 eV. The charge is -1. The value obtained for the largest force on an atom is 0.807 eV/A.

=====

Below is an isolated ion of composition CH6BN5O3 and charge +2, with properties calculated with wB97M-V/def2-TZVPD.

The geometry in XYZ format:
```
16
Properties=species:S:1:pos:R:3:nbo_charge:R:1
B 2.748 0.072 0.549 1.224
C -0.117 -0.206 -0.162 0.355
N 0.389 -1.267 0.306 0.011
N -1.449 -0.129 -0.551 -0.021
N 0.591 1.008 -0.015 0.045
N -2.131 -1.024 -1.008 -0.214
N -0.002 2.254 0.302 -0.521
O -0.287 -2.526 -0.123 -0.542
O 3.459 -0.878 0.358 -0.717
O 1.756 0.976 0.712 -0.553
H -1.647 -1.913 -1.276 0.464
H -3.088 -0.931 -0.832 0.450
H 0.005 -3.248 0.607 0.578
H -0.349 2.389 1.364 0.481
H -0.650 2.434 -0.404 0.462
H 0.772 2.990 0.174 0.499
```

As for the relative energy (zero: lowest compared OMol25 entry of this formula, charge and spin): 65.2 kcal per mole. Its lowest unoccupied orbital energy is -11.3 eV. The SMILES is [NH2+]=N/C(=N\O)N([NH3+])OB=O. The charge is +2. The value obtained for the largest force on an atom is 4.118 eV/A.

=====

Below is a 2-piece molecular cluster, CH6BNO3 overall, with properties calculated with wB97M-V/def2-TZVPD.

The geometry in XYZ format:
```
12
Properties=species:S:1:pos:R:3:nbo_charge:R:1
B 2.563 -0.059 0.060 0.958
C -1.007 -0.916 -1.240 -0.162
N -1.532 -0.539 -0.165 -0.028
O 1.621 0.160 1.068 -0.933
O 2.057 -0.601 -1.140 -0.954
O -0.992 0.035 0.828 -0.556
H 3.712 0.087 0.207 -0.136
H -1.613 -1.489 -1.880 0.183
H 0.073 -0.761 -1.490 0.252
H -2.505 -0.916 -0.031 0.361
H 0.638 -0.077 0.932 0.513
H 2.579 -0.853 -1.910 0.502
```

As for the relative energy (zero: lowest compared OMol25 entry of this formula, charge and spin): 31.0 kcal per mole. Its lowest unoccupied orbital energy is 0.5 eV. The SMILES is C=[NH+][O-].OBO. The value obtained for the largest force on an atom is 3.232 eV/A.

=====

Below is a 2-piece molecular cluster, CH6BNO3 overall, with properties calculated with wB97M-V/def2-TZVPD.

The geometry in XYZ format:
```
12
Properties=species:S:1:pos:R:3:nbo_charge:R:1
B 0.028 0.821 1.201 1.187
C 0.062 -0.940 -1.948 -0.496
N -0.823 -1.039 -0.874 -0.300
O 0.996 -0.063 1.667 -0.926
O -0.152 1.910 1.932 -0.918
O -0.785 0.762 0.171 -0.654
H -0.580 -1.396 -2.783 0.238
H 0.220 0.186 -2.112 0.274
H 1.076 -1.506 -1.712 0.195
H -0.645 -1.550 0.075 0.385
H 1.278 0.118 2.600 0.502
H -0.674 2.698 1.783 0.513
```

As for the relative energy (zero: lowest compared OMol25 entry of this formula, charge and spin): 44.6 kcal per mole. Its lowest unoccupied orbital energy (alpha / beta) is -1.1 / -0.7 eV. The value obtained for the largest force on an atom is 4.993 eV/A.

=====

Below is CH6BrMnO2 as an isolated structure, with properties calculated with wB97M-V/def2-TZVPD.

The geometry in XYZ format:
```
11
Properties=species:S:1:pos:R:3:lowdin_spin:R:1
Mn 3.312 -0.180 -1.094 4.470
Br 1.649 -0.253 -0.434 0.382
C -1.035 0.778 0.430 0.005
O -0.600 0.290 -0.819 0.039
H -0.395 1.591 0.771 0.001
H -2.020 1.243 0.383 0.002
H -1.083 0.114 1.293 0.000
H 0.342 0.353 -0.990 0.024
O -0.115 -1.570 0.441 0.054
H 0.699 -1.390 -0.029 0.021
H -0.755 -0.977 0.048 0.001
```

As for the relative energy (zero: lowest compared OMol25 entry of this formula, charge and spin): 182.2 kcal per mole. Its lowest unoccupied orbital energy (alpha / beta) is -6.5 / -7.5 eV. As for the multiplicity: 6. The charge is +1. The value obtained for the largest force on an atom is 19.389 eV/A.

=====

Below is CH6IN3 as an isolated structure, with properties calculated with wB97M-V/def2-TZVPD.

The geometry in XYZ format:
```
11
Properties=species:S:1:pos:R:3:nbo_charge:R:1
C 1.110 -0.734 -0.103 -0.404
N 0.230 -0.023 0.734 -0.424
N -0.085 1.245 0.418 -0.329
N -1.777 1.418 -0.428 -0.726
I -3.039 -0.102 0.007 0.225
H 2.219 -0.637 0.123 0.183
H 0.838 -1.713 -0.030 0.198
H 0.781 -0.366 -1.125 0.217
H 0.091 -0.287 1.732 0.365
H -0.031 1.994 1.042 0.369
H -1.580 1.163 -1.350 0.326
```

As for the relative energy (zero: lowest compared OMol25 entry of this formula, charge and spin): 35.1 kcal per mole. Its lowest unoccupied orbital energy is 0.3 eV. The value obtained for the largest force on an atom is 5.075 eV/A.

=====

Below is a 2-piece molecular cluster, CH6N overall, with properties calculated with wB97M-V/def2-TZVPD.

The geometry in XYZ format:
```
8
Properties=species:S:1:pos:R:3:lowdin_spin:R:1
C 1.331 0.035 -0.330 0.004
N -1.743 -0.009 0.613 0.913
H 1.234 -1.009 -0.074 0.000
H 2.117 0.204 -1.045 0.000
H 0.372 0.325 -0.743 0.006
H -2.478 0.709 0.663 0.039
H -2.312 -0.804 0.299 0.039
H 1.479 0.549 0.617 0.000
```

As for the relative energy (zero: lowest compared OMol25 entry of this formula, charge and spin): 0.0 kcal per mole. Its lowest unoccupied orbital energy (alpha / beta) is 1.2 / -0.9 eV. As for the multiplicity: 2. The value obtained for the largest force on an atom is 0.662 eV/A.

=====

Below is a 2-piece molecular cluster, CH6N2 overall, with properties calculated with wB97M-V/def2-TZVPD.

The geometry in XYZ format:
```
9
Properties=species:S:1:pos:R:3:nbo_charge:R:1
N -0.938 4.077 -3.476 -1.075
H -1.399 3.233 -3.798 0.353
H -0.331 3.803 -2.721 0.362
H -1.697 4.695 -3.222 0.361
C 0.677 -3.500 2.716 -0.038
N 0.898 -2.301 3.073 -0.597
H 0.755 -4.295 3.462 0.161
H 0.665 -3.869 1.680 0.138
H 1.368 -1.842 2.286 0.336
```

As for the relative energy (zero: lowest compared OMol25 entry of this formula, charge and spin): 27.1 kcal per mole. Its lowest unoccupied orbital energy is 1.2 eV. The SMILES is C=N.N. The value obtained for the largest force on an atom is 1.496 eV/A.

=====

Below is one molecule with the formula CH6N2O, with properties calculated with wB97M-V/def2-TZVPD.

The geometry in XYZ format:
```
10
Properties=species:S:1:pos:R:3:nbo_charge:R:1
C -0.675 0.360 0.119 0.088
N 1.438 -0.590 0.082 -0.685
N 0.494 0.304 -0.635 -0.508
O -1.565 -0.671 -0.126 -0.736
H -0.463 0.366 1.218 0.163
H -1.127 1.467 -0.089 0.131
H 0.954 -1.470 0.236 0.358
H 2.125 -0.698 -0.650 0.350
H 0.894 1.177 -0.790 0.358
H -1.958 -0.713 -1.043 0.481
```

As for the relative energy (zero: lowest compared OMol25 entry of this formula, charge and spin): 53.5 kcal per mole. Its lowest unoccupied orbital energy is 1.0 eV. The SMILES is NNCO. The value obtained for the largest force on an atom is 4.378 eV/A.